Entry 1:
DFT (the ωB97M-V functional and the def2-TZVPD basis) results for C6H9F as an isolated structure in a non-equilibrium geometry.

XYZ file:
```
16
Properties=species:S:1:pos:R:3:mulliken_charge:R:1
C 3.190 1.249 0.523 -0.54
C 2.593 0.137 0.129 -0.82
C 0.092 0.001 0.497 -0.33
C -0.731 0.730 -0.571 0.13
C -0.783 -0.789 -0.517 0.01
C -2.133 -1.496 -0.115 -1.19
F -1.859 1.493 -0.130 -0.33
H 2.948 1.889 1.279 0.35
H 4.051 1.412 -0.228 0.22
H -0.402 -1.149 -1.456 0.40
H 1.237 0.046 0.501 0.36
H -0.392 0.110 1.416 0.39
H -0.408 1.141 -1.492 0.40
H -2.881 -0.875 -0.521 0.29
H -2.230 -1.377 0.987 0.27
H -2.294 -2.522 -0.301 0.38
```

Computed properties:
HOMO-LUMO gap: 9.4 eV
ΔE to the lowest compared entry with this formula, charge and spin: 570.3 kJ/mol
net charge: 0
LUMO level: -0.3 eV
E: -9078.78376 eV

Entry 2:
DFT (the ωB97M-V functional and the def2-TZVPD basis) results for a 2-piece molecular cluster, C13H19N2O5 overall in a non-equilibrium geometry.

XYZ file:
```
39
Properties=species:S:1:pos:R:3:mulliken_charge:R:1
C -1.271 2.975 1.480 -1.05
C -0.826 2.035 0.233 -0.07
O -0.696 0.689 0.761 -0.42
C 0.446 -0.003 0.154 -0.14
C -0.075 -1.475 -0.208 -0.24
N -0.071 -2.697 -0.356 -0.64
C 1.720 0.042 1.142 2.21
C 1.113 0.114 2.650 -0.32
N 0.724 0.499 3.731 -0.68
C 2.758 -1.162 0.991 -0.74
C 3.559 -1.378 2.507 0.10
C 4.387 -0.012 3.043 -0.40
O 5.077 -1.339 2.456 -0.49
C 2.491 1.442 0.760 0.04
O 3.203 1.450 -0.304 -0.70
O 2.275 2.535 1.587 -0.71
H -1.707 3.993 1.137 0.36
H -0.333 3.226 2.102 0.21
H -1.980 2.381 2.153 0.27
H -1.598 2.096 -0.637 0.30
H 0.141 2.489 -0.178 0.22
H 0.778 0.537 -0.819 0.47
H 2.303 -2.205 0.879 0.29
H 3.586 -1.015 0.220 0.32
H 3.009 -2.058 3.338 0.31
H 4.745 -0.007 4.127 0.29
H 4.716 0.726 2.237 0.23
C -2.809 -2.352 -2.573 -0.89
C -3.763 -1.201 -2.849 0.30
C -3.171 -0.220 -3.849 -1.15
O -4.048 -0.519 -1.629 -0.54
H -1.869 -1.996 -2.143 0.01
H -3.243 -3.043 -1.844 0.29
H -2.583 -2.906 -3.489 0.39
H -4.710 -1.591 -3.233 0.30
H -2.244 0.219 -3.465 0.24
H -3.862 0.609 -4.029 0.31
H -2.956 -0.709 -4.803 0.37
H -3.216 -0.170 -1.280 0.33
```

Computed properties:
HOMO-LUMO gap: 8.3 eV
net charge: -1
LUMO level: 2.8 eV
E: -27001.84271 eV

Entry 3:
DFT (the ωB97M-V functional and the def2-TZVPD basis) results for a 21-piece molecular cluster, C14H48BrCl2NO21 overall in a non-equilibrium geometry.

XYZ file:
```
87
Properties=species:S:1:pos:R:3:mulliken_charge:R:1
Cl -0.989 -5.494 2.520 -0.21
Cl 0.031 -4.720 -0.189 -0.21
Br 3.708 3.724 -3.635 -0.23
N 3.072 1.656 -0.010 -0.35
O 1.368 0.508 1.037 -0.35
C -0.455 1.427 -1.003 -0.91
C -0.945 0.676 0.025 -1.05
C 3.583 2.358 -1.018 -0.38
C 1.764 1.359 -0.052 0.18
C -1.177 -2.857 3.073 -0.87
C 1.562 2.521 -2.116 -0.20
C -1.034 -1.482 2.756 -0.45
C 0.048 -2.170 0.718 -0.63
C -0.799 -3.824 2.244 0.24
C -0.242 -3.539 0.990 -0.25
C 2.848 2.793 -2.141 -0.36
C 0.955 1.800 -1.054 1.11
C -0.352 -1.118 1.543 -0.05
C -0.076 0.318 1.228 0.39
H -1.185 1.692 -1.749 0.54
H -1.961 0.454 0.161 0.51
H 4.617 2.650 -0.968 0.60
H -1.690 -2.988 4.001 0.91
H 0.929 2.909 -2.947 0.38
H -1.461 -0.754 3.337 0.71
H 0.425 -1.850 -0.269 0.57
H -0.399 0.973 2.101 0.34
O -3.471 -7.781 2.916 -0.61
H -2.518 -8.104 2.806 0.31
H -4.089 -8.480 2.524 0.30
O 4.073 -0.665 1.426 -0.64
H 3.841 -0.894 2.384 0.31
H 3.589 0.189 1.180 0.42
O 0.961 3.177 -6.223 -0.64
H 1.595 3.287 -7.004 0.31
H 0.802 4.089 -5.815 0.30
O -3.346 -1.642 -1.630 -0.64
H -3.656 -0.689 -1.771 0.38
H -3.566 -1.906 -0.678 0.27
O 0.513 -2.577 6.214 -0.73
H 0.913 -3.503 6.293 0.30
H -0.470 -2.677 5.996 0.36
O -1.605 4.611 -3.644 -0.68
H -2.159 5.125 -4.317 0.29
H -1.824 3.628 -3.741 0.44
O 6.213 2.173 0.934 -0.64
H 5.253 1.854 0.933 0.35
H 6.378 2.672 1.799 0.29
O 6.553 4.539 -5.248 -0.63
H 5.611 4.625 -4.890 0.24
H 7.041 3.851 -4.689 0.32
O -4.366 0.834 -2.204 -0.76
H -4.483 1.427 -1.393 0.32
H -3.919 1.378 -2.931 0.38
O -0.967 -2.658 -2.702 -0.73
H -1.170 -3.621 -2.938 0.32
H -1.646 -2.351 -2.018 0.35
O -2.401 -2.205 6.268 -0.64
H -2.782 -1.269 6.217 0.30
H -3.172 -2.855 6.351 0.30
O -1.554 -0.361 -4.226 -0.74
H -0.714 0.109 -4.537 0.47
H -1.281 -1.160 -3.668 0.38
O -4.750 0.317 1.882 -0.65
H -4.623 -0.675 1.727 0.34
H -5.686 0.463 2.238 0.28
O 0.791 0.198 5.550 -0.60
H 0.683 -0.748 5.893 0.38
H 0.170 0.797 6.078 0.29
O -2.774 1.711 2.931 -0.65
H -2.664 2.463 2.263 0.29
H -3.551 1.135 2.632 0.41
O 0.702 0.822 -5.097 -0.71
H 1.485 0.702 -4.467 0.30
H 0.860 1.660 -5.640 0.38
O -1.967 -5.609 5.740 -0.60
H -2.008 -5.654 6.750 0.29
H -1.116 -6.066 5.438 0.30
O -2.633 2.044 -4.006 -0.81
H -2.826 2.354 -4.949 0.31
H -2.180 1.141 -4.057 0.48
O 3.537 4.620 0.977 -0.62
H 2.599 4.515 1.342 0.32
H 4.177 4.657 1.759 0.30
O 3.427 -0.083 -3.852 -0.62
H 4.029 -0.133 -3.040 0.32
H 3.994 0.177 -4.649 0.31
```

Computed properties:
HOMO-LUMO gap: 8.1 eV
net charge: 0
LUMO level: -0.4 eV
E: -154870.34946 eV

Entry 4:
DFT (the ωB97M-V functional and the def2-TZVPD basis) results for C5H17ClNO2Si2 as an isolated structure in a non-equilibrium geometry.

XYZ file:
```
28
Properties=species:S:1:pos:R:3:mulliken_charge:R:1
C -2.039 2.611 -2.332 -1.40
C -1.282 1.212 -2.206 0.51
C 0.173 1.462 -2.746 -1.09
C -1.372 0.800 -0.689 -0.72
Si -0.452 -0.786 -0.218 0.29
O 1.228 -0.424 -0.320 -0.42
O -0.708 -1.258 1.398 -0.25
Si 0.684 -2.017 2.062 0.51
C 1.819 -0.800 3.029 -0.96
N 0.250 -3.321 3.236 -0.63
H -2.075 2.969 -3.401 0.36
H -1.422 3.384 -1.792 0.34
H -3.058 2.566 -1.868 0.34
H -1.803 0.522 -2.914 0.20
H 0.075 1.623 -3.862 0.38
H 0.638 2.412 -2.361 0.28
H 0.877 0.608 -2.622 0.22
H -2.469 0.599 -0.484 0.29
H -1.103 1.634 0.020 0.37
H -0.725 -1.939 -1.084 -0.15
H 1.618 -0.933 -1.054 0.29
H 1.491 -2.716 1.020 -0.20
H 1.944 -1.142 4.094 0.40
H 2.847 -0.774 2.603 0.29
H 1.335 0.196 2.966 0.19
H -0.559 -3.850 2.899 0.20
H 1.078 -3.928 3.264 0.21
Cl 3.009 1.290 3.363 -0.84
```

Computed properties:
HOMO-LUMO gap: 5.4 eV
net charge: -1
LUMO level: 2.8 eV
E: -39328.41536 eV

Entry 5:
DFT (the ωB97M-V functional and the def2-TZVPD basis) results for C3H6GaMgO4S as an isolated structure in a non-equilibrium geometry.

XYZ file:
```
16
Properties=species:S:1:pos:R:3:mulliken_charge:R:1
Ga 0.638 1.453 0.463 0.52
S 3.408 0.831 -0.418 0.40
O 2.880 -0.656 0.060 -0.61
O 2.599 1.916 0.492 -0.34
O 0.067 0.853 -1.261 -0.55
C -1.274 0.467 -1.153 -0.28
C -1.509 -0.776 -0.276 -0.30
O -0.343 -1.150 0.450 -0.48
C -0.016 -0.188 1.552 -0.59
Mg 1.239 -1.068 -0.814 1.21
H -1.624 0.205 -2.169 0.33
H -1.877 1.297 -0.737 0.29
H -1.729 -1.646 -0.913 0.27
H -2.338 -0.611 0.428 0.34
H 0.780 -0.733 2.088 0.31
H -0.902 -0.194 2.207 0.47
```

Computed properties:
HOMO-LUMO gap (alpha / beta): 6.8 / 5.1 eV
ΔE to the lowest compared entry with this formula, charge and spin: 0.0 kJ/mol
net charge: +1
LUMO level (alpha / beta): -5.5 / -5.8 eV
E: -80046.78960 eV

Entry 6:
DFT (the ωB97M-V functional and the def2-TZVPD basis) results for a 2-piece molecular cluster, C19H29N7O7 overall in a non-equilibrium geometry.

XYZ file:
```
62
Properties=species:S:1:pos:R:3:mulliken_charge:R:1
C 0.020 -5.935 -3.014 -0.68
O 0.256 -5.187 -1.814 -0.45
C 0.358 -3.819 -1.904 0.14
N 0.685 -3.242 -0.750 -0.57
C 0.788 -1.946 -0.757 -0.04
N 1.201 -1.416 0.387 -0.25
N 0.686 -1.128 -1.771 -0.19
C 0.358 -1.708 -2.918 -0.08
C 0.160 -3.059 -3.072 1.22
N -0.198 -3.323 -4.405 -0.62
C -0.207 -2.157 -5.009 -0.26
N 0.157 -1.137 -4.149 0.15
C 0.151 0.288 -4.487 -0.26
O 1.180 1.014 -3.799 -0.57
C 0.625 2.204 -3.210 0.14
C 0.535 2.070 -1.684 -0.72
O 1.772 1.550 -1.204 -0.66
C -0.763 2.371 -3.830 -0.07
O -0.682 3.119 -5.060 -0.65
C -1.180 0.942 -4.137 -0.33
O -2.102 0.935 -5.233 -0.62
H 0.802 -5.746 -3.757 0.29
H 0.023 -7.004 -2.785 0.23
H -0.955 -5.685 -3.446 0.29
H 1.614 -2.138 0.961 0.27
H 1.736 -0.575 0.220 0.19
H -0.469 -2.017 -6.054 0.41
H 0.323 0.405 -5.563 0.31
H 1.259 3.066 -3.446 0.53
H 0.330 3.045 -1.233 0.59
H -0.279 1.393 -1.405 0.25
H 1.930 0.721 -1.709 0.40
H -1.468 2.847 -3.138 0.39
H -0.291 3.999 -4.912 0.38
H -1.617 0.461 -3.255 0.43
H -1.901 1.719 -5.785 0.39
C 0.769 1.963 1.696 -0.78
N -0.623 2.182 2.080 0.07
C -1.311 1.518 3.013 -0.20
O -2.447 1.885 3.276 -0.70
C -0.649 0.355 3.775 0.72
C -1.618 -0.541 4.548 -0.88
C -0.667 -1.383 5.407 -0.43
C 0.652 -0.601 5.438 -1.01
N 0.393 0.665 4.766 0.12
C 0.763 1.817 5.382 0.84
C 0.075 3.143 5.112 -0.99
O 1.671 1.838 6.207 -0.68
H 1.117 2.789 1.074 0.38
H 0.848 1.037 1.130 0.05
H 1.416 1.901 2.573 0.31
H -1.129 2.933 1.637 0.27
H -0.184 -0.270 3.011 -0.06
H -2.258 0.063 5.194 0.34
H -2.216 -1.160 3.878 0.36
H -0.506 -2.359 4.948 0.26
H -1.072 -1.501 6.413 0.34
H 0.957 -0.459 6.476 0.45
H 1.428 -1.149 4.902 0.32
H 0.400 3.860 5.866 0.37
H 0.362 3.521 4.137 0.21
H -1.004 3.029 5.192 0.31
```

Computed properties:
HOMO-LUMO gap: 8.9 eV
net charge: 0
LUMO level: 0.2 eV
SMILES: COc1nc(N)nc2c1ncn2[C@@H]1O[C@H](CO)[C@@H](O)[C@H]1O.CNC(=O)[C@@H]1CCCN1C(C)=O
E: -44937.15568 eV

Entry 7:
DFT (the ωB97M-V functional and the def2-TZVPD basis) results for a 2-piece molecular cluster, C5H13N3 overall in a non-equilibrium geometry.

XYZ file:
```
21
Properties=species:S:1:pos:R:3:mulliken_charge:R:1
H -1.121 -1.559 -2.227 0.28
N -1.767 -1.401 -1.453 -0.68
C -1.225 -1.378 -0.316 0.17
C -2.040 -1.218 0.923 -1.02
H -0.051 -1.426 -0.114 0.34
H -1.423 -0.745 1.693 0.26
H -2.347 -2.196 1.292 0.34
H -2.915 -0.599 0.739 0.27
C 1.797 -0.048 -1.490 -0.91
C 1.544 0.149 -0.018 -0.75
C 0.757 1.129 0.500 0.77
N -0.303 1.688 -0.191 -0.62
N 0.807 1.470 1.854 -0.53
H 2.162 -1.064 -1.665 0.32
H 2.545 0.648 -1.881 0.30
H 0.870 0.073 -2.054 0.19
H 2.349 -0.202 0.615 0.31
H -1.099 1.931 0.386 0.28
H -0.617 1.083 -0.959 0.25
H 0.369 2.352 2.085 0.21
H 1.709 1.313 2.280 0.22
```

Computed properties:
HOMO-LUMO gap: 8.5 eV
ΔE to the lowest compared entry with this formula, charge and spin: 126.1 kJ/mol
net charge: 0
LUMO level: 1.0 eV
SMILES: [H]/N=C/C.CC=C(N)N
E: -9865.05895 eV